C19H32Cl2N3O5Pb | ωB97M-V/def2-TZVPD

LUMO level in eV: 2.07
Net charge: -1
Calculated total energy in Ha: -2396.96310

Each line ends with the natural charge from an NBO analysis.
Element x y z (Å)
O 2.994 -1.349 -0.399  -0.8020
C 2.831 -1.374 0.846  0.2898
C 2.390 -2.682 1.472  -0.0705
C 1.057 -2.991 1.686  -0.2314
H 0.291 -2.229 1.544  0.2608
C 0.710 -4.288 2.086  -0.2147
H -0.346 -4.513 2.231  0.2056
C 1.701 -5.249 2.306  -0.2524
H 1.418 -6.253 2.626  0.1959
C 3.044 -4.930 2.052  -0.2304
H 3.820 -5.687 2.170  0.1942
C 3.393 -3.651 1.625  -0.2019
H 4.421 -3.382 1.397  0.2092
H 3.528 -0.825 1.564  0.0963
C 2.121 1.336 0.809  -0.7290
C 1.585 0.161 1.507  -0.1767
H 3.046 1.733 1.261  0.2132
H 1.416 2.184 0.767  0.2207
H 2.350 1.057 -0.229  0.2283
C 1.130 -0.047 2.753  -0.2887
C 0.847 0.991 3.795  -0.6695
H 0.880 -1.046 3.093  0.1972
H 1.575 0.907 4.612  0.2064
H -0.149 0.826 4.222  0.2127
H 0.887 2.018 3.404  0.2028
Pb -1.090 1.156 1.048  1.4356
Cl -1.955 -1.237 1.691  -0.7743
Cl -2.627 2.612 2.668  -0.7295
H -0.577 -4.376 -2.203  0.1772
H -2.567 -3.152 -2.184  0.1764
C -0.189 -3.754 -1.383  -0.4035
C -2.203 -2.303 -1.593  -0.4304
N -0.753 -2.418 -1.490  -0.4112
H 0.904 -3.684 -1.439  0.2327
C 0.013 -1.323 -1.415  0.5301
O -0.464 -0.170 -1.385  -0.7208
H -2.466 -1.351 -2.070  0.2361
H 1.098 -1.516 -1.381  0.2011
H -0.473 -4.216 -0.427  0.2075
H -2.652 -2.336 -0.588  0.2347
H 0.568 5.008 -3.963  0.1843
H 0.847 2.743 -4.931  0.1851
C 0.968 4.668 -3.001  -0.4165
C 1.263 2.399 -3.980  -0.3977
N 0.765 3.237 -2.898  -0.4293
H 0.450 5.153 -2.169  0.2455
C 0.364 2.702 -1.737  0.5413
O 0.143 3.322 -0.684  -0.6774
H 0.958 1.369 -3.790  0.2289
H 0.262 1.602 -1.813  0.1863
H 2.040 4.912 -2.970  0.1800
H 2.358 2.446 -4.041  0.1846
N -4.909 2.539 0.721  -0.7187
C -4.339 3.320 -0.397  -0.3443
C -3.123 2.566 -0.955  0.7599
O -2.387 3.155 -1.755  -0.6509
O -3.008 1.378 -0.449  -0.8459
H -5.104 1.579 0.407  0.4464
H -5.762 2.983 1.044  0.3997
H -4.188 2.523 1.527  0.4627
H -5.076 3.444 -1.200  0.2129
H -4.028 4.302 -0.013  0.2357